No. 1
Computed, not measured: a cluster of 2 separate species, C4H7NO2 in total at a distorted geometry, with the ωB97M-V functional and the def2-TZVPD basis.

Charge   0
HOMO level   -9.7 eV
SMILES string   C#[N+][O-].C[C@H]1CO1
Gap between HOMO and LUMO   10.676 eV

Each line ends with the Löwdin charge.
Element x y z (Å)
C: -2.7689 0.5048 -0.8743  0.142
N: -3.3054 0.3806 0.1512  -0.232
O: -3.7462 0.5328 1.2350  0.024
H: -2.4036 0.2221 -1.8167  0.068
C: 1.9408 -0.9509 -0.6223  -0.024
C: 0.6978 -0.4230 0.1002  -0.309
C: 0.8561 0.7772 0.9692  -0.144
O: 0.0952 0.8478 -0.2130  -0.091
H: 2.3645 -0.1553 -1.1912  0.077
H: 1.6973 -1.6367 -1.3298  0.034
H: 2.5555 -1.2130 0.2511  0.098
H: -0.0842 -1.0968 0.5143  0.144
H: 0.2989 0.8785 1.8612  0.095
H: 1.8022 1.3318 0.9650  0.118

---

No. 2
Computed, not measured: a cluster of 2 separate species, C4H7NO2 in total, with the ωB97M-V functional and the def2-TZVPD basis.

Charge   0
HOMO level   -10.3 eV
SMILES string   C[C@H]1CO1.N=C=O
Gap between HOMO and LUMO   11.198 eV

Each line ends with the Löwdin charge.
Element x y z (Å)
C: -0.1528 -0.9437 1.3154  -0.044
C: 0.9950 -0.0756 0.8643  -0.334
C: 1.4308 -0.0353 -0.5332  -0.128
O: 0.6851 1.0333 0.0314  -0.090
H: -0.8102 -1.2039 0.4784  0.074
H: -0.7487 -0.4305 2.0776  0.083
H: 0.2349 -1.8706 1.7521  0.081
H: 1.7251 0.1722 1.6358  0.137
H: 0.8922 -0.6341 -1.2671  0.095
H: 2.4524 0.2259 -0.7972  0.109
N: -1.1975 0.4151 -1.8336  0.162
C: -1.5935 1.1615 -0.9462  -0.396
O: -1.9583 1.8556 -0.0824  0.166
H: -1.8284 0.1779 -2.5809  0.085

---

No. 3
Computed, not measured: an isolated molecule of C4H7NO2, with the ωB97M-V functional and the def2-TZVPD basis.

Charge   0
HOMO level   -10.0 eV
SMILES string   C[C@@H](C=O)C(N)=O
Gap between HOMO and LUMO   10.677 eV

Each line ends with the Löwdin charge.
Element x y z (Å)
C: -0.1947 0.2116 1.7027  -0.049
C: 0.0424 0.3718 0.2101  -0.267
C: 1.5278 0.4172 -0.1265  -0.217
O: 2.3907 0.6367 0.6830  0.075
C: -0.5384 -0.7707 -0.6205  -0.535
N: -0.9439 -0.4131 -1.8690  0.168
O: -0.5246 -1.9269 -0.2456  0.073
H: 0.0516 -0.8118 1.9978  0.090
H: 0.4515 0.9025 2.2484  0.081
H: -1.2398 0.4121 1.9597  0.087
H: -0.3729 1.3269 -0.1498  0.147
H: 1.7708 0.2450 -1.1978  0.132
H: -1.1415 0.5421 -2.1161  0.102
H: -1.2790 -1.1436 -2.4763  0.113

---

Question: charge of number 1 (C4H7NO2)?
Answer: 0

---

Repeat the third record exactly.
Computed, not measured: an isolated molecule of C4H7NO2, with the ωB97M-V functional and the def2-TZVPD basis.

Charge   0
HOMO level   -10.0 eV
SMILES string   C[C@@H](C=O)C(N)=O
Gap between HOMO and LUMO   10.677 eV

Each line ends with the Löwdin charge.
Element x y z (Å)
C: -0.1947 0.2116 1.7027  -0.049
C: 0.0424 0.3718 0.2101  -0.267
C: 1.5278 0.4172 -0.1265  -0.217
O: 2.3907 0.6367 0.6830  0.075
C: -0.5384 -0.7707 -0.6205  -0.535
N: -0.9439 -0.4131 -1.8690  0.168
O: -0.5246 -1.9269 -0.2456  0.073
H: 0.0516 -0.8118 1.9978  0.090
H: 0.4515 0.9025 2.2484  0.081
H: -1.2398 0.4121 1.9597  0.087
H: -0.3729 1.3269 -0.1498  0.147
H: 1.7708 0.2450 -1.1978  0.132
H: -1.1415 0.5421 -2.1161  0.102
H: -1.2790 -1.1436 -2.4763  0.113

---

Question: Which formula does entry 1 have?
Answer: C4H7NO2